The following is a DFT calculation (ωB97M-V/def2-TZVPD) of a structure of composition C38H27Co2N4O8.

Geometry (Å):
H (1.8825, -4.5479, -2.2135)
C (5.9021, -4.9316, -4.3162)
N (2.3903, -2.6220, -1.5417)
C (1.1604, 6.3729, 2.9636)
N (0.4662, -3.8580, 0.0741)
H (2.0331, 0.1132, -1.5916)
H (4.2091, -5.4770, -5.5517)
H (3.1731, 6.5555, 3.7574)
H (3.4330, -4.4447, -1.3624)
H (-6.6621, -4.6675, 3.7232)
O (-4.8814, 6.4050, -2.2048)
C (-1.7599, -3.8290, 1.0253)
H (-0.5060, -5.5448, 0.7290)
C (3.2767, -2.0702, -2.4910)
H (-2.8350, 3.2784, -1.1315)
C (-0.4009, -4.4939, 1.0302)
O (1.1669, 3.2329, -2.7956)
H (2.4056, -4.3089, 0.7828)
N (-1.6331, -2.3782, 1.2116)
Co (-3.1343, 5.6529, -0.0255)
C (-1.8237, 5.5052, -3.3865)
C (2.4964, 5.9808, 3.1260)
C (-2.5274, 7.2162, 0.5234)
C (-5.8382, -4.0331, 3.3940)
C (-0.5122, -0.3223, 0.4202)
C (-2.2062, 4.1013, -0.7846)
C (0.4132, -2.4952, -0.1086)
C (1.4042, -1.8492, -0.8907)
O (-2.1407, 5.9013, -4.4229)
C (-4.8252, -3.6819, 4.2933)
C (-0.9049, 4.0379, -0.3178)
C (1.7363, -4.5139, -0.0745)
H (-4.8486, -4.0434, 5.3208)
H (-2.9545, -2.5931, 4.5564)
C (-0.5903, -1.7254, 0.5297)
O (-4.7683, 4.4883, 2.0849)
C (-3.7601, -2.8835, 3.8756)
O (3.3548, -0.8774, -2.7721)
C (2.9634, 4.8445, 2.4533)
N (0.4457, 0.2858, -0.2834)
C (5.5343, -3.1102, -2.7609)
H (5.8834, -2.4208, -1.9869)
Co (-1.0164, 4.9430, -1.8699)
H (2.4477, 3.2299, 1.0905)
H (0.0305, -4.4640, 2.0485)
C (-4.1871, 6.0993, -1.3281)
C (-4.0981, 4.9376, 1.2524)
O (-2.2889, -0.5620, 2.5129)
H (1.5481, -5.5929, -0.1243)
O (-2.2408, 8.2766, 0.8956)
H (-0.7478, 5.9648, 1.9984)
C (-2.4913, -1.6929, 2.0895)
C (4.1948, -3.0679, -3.1575)
H (-2.3620, -4.2614, 1.8303)
O (0.6362, 7.2332, -1.1526)
C (-0.0795, 6.3504, -1.3629)
H (-6.5997, -3.8112, 1.3798)
C (-0.0490, 3.5808, 0.6215)
C (0.2931, 5.6367, 2.1418)
H (-2.2759, -4.0228, 0.0705)
C (2.3989, -4.0750, -1.3609)
H (-1.2310, 0.3246, 0.9123)
C (4.5825, -4.8183, -4.7667)
C (0.7430, 4.4516, 1.4938)
H (7.4103, -4.1353, -2.9849)
H (2.6785, -3.7902, -4.5154)
C (6.3801, -4.0626, -3.3297)
C (0.2810, 3.9151, -2.5080)
C (3.7204, -3.8808, -4.1943)
H (0.7959, 7.2702, 3.4744)
C (2.1037, 4.0962, 1.6637)
C (-5.8026, -3.5578, 2.0783)
H (4.0069, 4.5417, 2.5309)
H (6.5613, -5.6872, -4.7448)
C (-3.6962, -2.4855, 2.5369)
C (1.3453, -0.4406, -0.9639)
H (0.1848, 2.5046, 0.6327)
C (-4.7287, -2.7808, 1.6387)
H (-4.6659, -2.4158, 0.6099)

Output
- maximum force (eV/A) = 4.9
- electronic energy (Ha) = -5050.35379
- charge = +1
- spin multiplicity = 1

Mulliken population analysis, charges in e, atoms 1 to 6: 0.3105, -0.4216, 0.2244, -0.7844, -0.0102, 0.8242

The following is a DFT calculation (ωB97M-V/def2-TZVPD) of a structure of composition C38H28Cl2IN6O3S2W.

Geometry (Å):
C (-2.4266, -3.2641, 2.5455)
H (-5.0452, -0.5863, -2.1049)
C (-0.1824, 1.0876, 3.6732)
O (1.3441, -0.6795, 1.1588)
C (0.7393, 1.0900, -2.1553)
H (1.5758, -3.0333, -1.7144)
C (1.2842, -1.4754, 2.2058)
H (2.1255, 1.6438, -3.7158)
C (-2.2024, -1.5202, -1.9061)
H (0.1571, -5.4490, -4.9775)
C (0.9764, -4.3058, -3.3480)
C (1.7034, 1.3761, 5.1180)
H (-2.0739, -4.3729, -4.9029)
H (-1.8686, 3.2553, -3.9269)
H (2.8343, -2.7653, 4.9117)
C (0.7911, -3.3238, -2.4018)
N (-2.5761, -2.3156, -2.9292)
O (3.0847, -0.3449, -2.9953)
H (7.2023, 4.1435, 0.3019)
H (1.9327, -4.8062, -3.4002)
W (-0.2126, -0.2332, 0.0538)
C (-0.0712, 1.6666, 1.1878)
C (-1.2862, -4.0834, -4.2222)
C (0.4902, 1.5820, 2.5685)
H (3.4419, 2.2010, 4.1601)
H (4.3166, 3.9157, 0.3464)
N (-0.9545, -1.7021, -1.5472)
C (5.2891, 0.2881, -0.5325)
H (5.5502, -0.7376, -0.7504)
C (-3.0497, -0.5700, -1.1856)
C (0.3907, 0.9756, 4.9289)
C (-0.2361, -2.9485, 3.4809)
H (2.6603, 2.4291, -0.6859)
S (-4.8055, 0.9418, -0.2036)
H (-0.1974, 0.5881, 5.7490)
H (2.3841, 2.3462, 1.9529)
C (1.8123, 1.9754, 2.7961)
C (-1.5200, -3.5319, 3.5345)
H (2.1574, 1.2953, 6.0952)
C (-4.3496, -0.2280, -1.3658)
N (1.4263, 0.3059, -1.2441)
C (5.8821, 2.4512, 0.3761)
C (-2.0789, -2.3833, 1.5078)
C (-3.2440, 0.9231, 0.4573)
Cl (0.5585, -4.1749, 5.7803)
C (6.2130, 1.1403, 0.0515)
C (0.8203, -3.1506, 4.4049)
H (0.6420, 2.2429, 0.5879)
H (-3.4778, -2.3408, -3.3730)
H (7.7732, 2.8393, 1.3365)
H (-1.0121, 2.2288, 1.1550)
N (-0.4992, 1.2190, -1.6674)
C (-1.4661, -3.0931, -3.2616)
O (3.0151, -1.6079, -0.8767)
C (0.1761, 2.5196, -3.9605)
C (-1.1224, 2.6417, -3.4464)
C (4.5945, 2.8993, 0.0934)
I (4.2052, -1.0112, 2.7571)
H (-2.7934, -2.1576, 0.7301)
C (2.4146, 1.8860, 4.0389)
C (3.6598, 2.0651, -0.4969)
C (2.0398, -2.5705, 4.2046)
C (0.0336, -2.0975, 2.4017)
C (-1.4169, 1.9718, -2.2871)
H (0.4441, 3.0423, -4.8688)
N (-2.4303, 0.0855, -0.1339)
C (-0.0420, -4.6759, -4.2490)
H (7.2094, 0.7755, 0.2684)
C (2.2991, -1.7351, 3.0925)
N (-0.8921, -1.8049, 1.4384)
C (4.0121, 0.7582, -0.8068)
C (6.8847, 3.3758, 1.0092)
H (-3.4105, -3.7087, 2.5490)
H (6.4560, 3.8850, 1.8722)
H (-2.9488, 1.5331, 1.2953)
H (-1.7708, -4.1968, 4.3491)
C (-0.4580, -2.7055, -2.3790)
S (2.8869, -0.3629, -1.5717)
H (-2.3915, 2.0473, -1.8208)
Cl (-1.8745, 0.5866, 3.5499)
C (1.1279, 1.7519, -3.3287)

Output
- maximum force (eV/A) = 1.3
- electronic energy (Ha) = -4100.60890
- charge = +1
- energy above the lowest of the compared OMol25 structures with the same formula, charge and spin (kJ/mol) = 0.00
- spin multiplicity = 3
- <S²> = 2.029

Mulliken population analysis, charges in e, atoms 1 to 6: -1.2361, 0.4626, 1.5108, -0.1056, 0.8210, 0.5335

The following is a DFT calculation (ωB97M-V/def2-TZVPD) of a structure of composition C38H28F2N8Rb.

Geometry (Å):
C (-4.1188, 1.0430, -2.9359)
C (0.5820, 1.1917, -3.3014)
H (-0.8751, 5.1637, 1.4207)
H (-5.4971, -1.6363, -0.0196)
C (-0.6370, 4.6312, 0.5111)
F (6.0236, 2.0840, 1.5307)
H (-4.1025, 2.1175, -3.1911)
C (5.1727, -0.6112, -0.8240)
H (0.6978, 5.0962, -2.5681)
H (-0.1069, -4.6886, 4.5730)
H (-5.0068, -5.5426, 1.9336)
C (0.0144, 5.2790, -0.5832)
C (-2.6515, -3.2891, 1.0299)
H (-4.4295, -2.7299, -2.1942)
C (3.1820, 0.2874, 0.1021)
C (-3.4195, -2.3562, 0.2409)
N (0.8960, -2.1051, 2.5759)
N (-0.1863, 2.4934, -0.4918)
C (-3.5045, -0.9027, -1.5689)
H (1.0645, 3.7402, 4.6371)
C (3.7707, -0.6092, -0.7309)
H (3.1760, -1.2587, -1.4191)
C (-5.4115, -3.6947, 0.8550)
H (0.7888, -2.3016, -4.9460)
C (1.3356, -0.1298, -5.1414)
C (0.5956, -3.8860, 4.2071)
H (-2.5959, 1.0208, -1.3281)
N (-1.3680, -2.8896, 1.4114)
H (1.6958, 1.9657, -5.0350)
H (1.9035, -0.2401, -6.0457)
Rb (-0.0082, -0.2013, 0.3879)
C (1.7651, -3.4819, 4.8683)
C (3.1347, 1.9123, 1.9977)
C (2.5684, -2.5015, 4.2520)
C (-3.3640, 0.4781, -1.9045)
C (0.3777, 4.5449, -1.6667)
C (-3.1906, -4.4722, 1.5071)
H (-5.6416, -1.7172, -4.1617)
C (0.1950, -3.1956, 3.0091)
H (0.1359, 6.3527, -0.5814)
N (-0.9765, -3.5682, 2.4265)
C (0.1820, -1.0683, -3.2816)
C (3.8922, 1.1450, 0.9693)
F (5.9014, -1.5737, -1.5294)
H (-6.4891, -3.9093, 0.7796)
N (0.0751, 0.1482, -2.6693)
H (4.3028, 3.7814, 1.7847)
C (0.2391, 3.0842, -1.6174)
H (7.0151, 0.3796, -0.1031)
N (-2.8722, -1.3884, -0.4528)
C (-4.2632, -1.7084, -2.4788)
C (5.2560, 1.2346, 0.7219)
C (-5.0179, -1.1542, -3.4948)
C (-4.9976, 0.2368, -3.6425)
C (-4.5586, -4.6459, 1.4771)
N (2.0708, 1.2793, 2.5752)
H (2.6306, -0.9935, 2.6999)
H (0.5560, 1.3945, 4.0527)
C (5.9265, 0.3432, -0.0882)
H (3.6054, -2.3220, 4.5512)
C (1.2257, 1.1244, -4.5477)
C (2.0599, -1.8194, 3.1484)
H (-5.6676, 0.7133, -4.3666)
H (-0.2629, -1.8782, -2.7576)
N (0.5032, 2.4864, -2.8428)
C (1.3597, 1.9302, 3.5230)
C (3.4980, 3.2201, 2.3259)
H (3.0042, 4.9566, 3.4147)
C (0.7686, -1.2673, -4.5245)
C (2.7103, 3.9436, 3.2121)
H (0.9261, 3.1501, -3.5225)
C (-0.7043, 3.2769, 0.4821)
H (-2.4728, -5.1298, 1.9883)
C (1.6511, 3.2512, 3.8633)
H (2.0472, -3.8217, 5.8917)
C (-4.8827, -2.5187, 0.3663)
H (-1.2021, 2.7271, 1.2543)

Output
- maximum force (eV/A) = 3.2
- electronic energy (Ha) = -2126.66763
- charge = -1
- energy above the lowest of the compared OMol25 structures with the same formula, charge and spin (kJ/mol) = 151.68
- spin multiplicity = 1

Mulliken population analysis, charges in e, atoms 1 to 6: -0.5582, 0.6726, 0.4043, 0.3204, -0.7863, -0.3688